Entry 1:
{"formula": "C6H13N3O3", "method": "the ωB97M-V functional and the def2-TZVPD basis", "e_tot_ev": -17038.09170, "smiles": "[H]/N=C(\\CC(C)(C)C)O/[N+]([O-])=N/O", "multiplicity": 1, "de_lowest_kj_mol": 754.5, "total_charge": 0, "e_lumo_ev": 0.3, "symbols": ["C", "C", "C", "C", "C", "C", "N", "N", "N", "O", "O", "O", "H", "H", "H", "H", "H", "H", "H", "H", "H", "H", "H", "H", "H"], "coordinates": [[-0.880, 0.921, 0.286], [1.519, -0.488, 1.319], [0.860, -1.329, -1.035], [2.769, 0.288, -0.819], [0.443, 0.980, -0.429], [1.403, -0.150, -0.211], [-3.797, 0.033, 0.748], [-0.988, 1.542, 1.376], [-3.120, -0.442, -0.195], [-1.675, 0.125, -0.327], [-3.347, -1.187, -1.136], [-5.099, -0.485, 0.700], [1.050, -1.259, 1.810], [1.358, 0.446, 1.796], [2.580, -0.704, 1.407], [1.309, -2.215, -0.801], [-0.199, -1.521, -0.736], [1.005, -1.003, -2.131], [2.713, -0.007, -1.865], [3.705, -0.344, -0.440], [2.892, 1.371, -0.840], [0.869, 1.903, -0.011], [0.339, 1.340, -1.559], [-0.201, 2.150, 1.646], [-5.505, 0.037, 1.448]]}

Entry 2:
{"formula": "C4H5NO", "method": "the ωB97M-V functional and the def2-TZVPD basis", "e_tot_ev": -7765.87183, "smiles": "O=C1CC=CN1", "multiplicity": 1, "de_lowest_kj_mol": 63.2, "total_charge": 0, "e_lumo_ev": 0.8, "symbols": ["O", "C", "C", "C", "C", "N", "H", "H", "H", "H", "H"], "coordinates": [[-1.480, 1.921, 0.118], [-0.692, 1.013, 0.080], [-0.990, -0.469, -0.136], [0.356, -1.111, 0.059], [1.251, -0.167, 0.331], [0.729, 1.155, 0.215], [-1.421, -0.582, -1.141], [-1.738, -0.818, 0.581], [0.571, -2.165, -0.024], [2.301, -0.244, 0.588], [1.111, 1.467, -0.671]]}

Entry 3:
{"formula": "C25H23N7O3PtS3Se", "method": "the ωB97M-V functional and the def2-TZVPD basis", "e_tot_ev": -143958.67660, "multiplicity": 1, "de_lowest_kj_mol": 0.0, "total_charge": 2, "e_lumo_ev": -6.2, "symbols": ["Pt", "S", "C", "C", "C", "C", "C", "C", "C", "C", "C", "N", "H", "H", "H", "H", "H", "H", "Se", "N", "C", "C", "C", "C", "C", "N", "C", "C", "N", "C", "C", "C", "C", "C", "N", "H", "H", "H", "H", "H", "H", "C", "N", "C", "S", "N", "C", "H", "H", "H", "H", "H", "H", "H", "H", "C", "S", "O", "O", "O", "H", "H", "H"], "coordinates": [[0.277, 0.164, 0.047], [4.447, 0.707, 1.372], [4.152, -0.970, 1.443], [2.889, -1.311, 1.042], [2.150, -0.162, 0.675], [2.859, 1.000, 0.802], [2.276, 2.255, 0.370], [2.925, 3.475, 0.285], [2.266, 4.551, -0.281], [0.977, 4.384, -0.768], [0.374, 3.152, -0.641], [0.995, 2.123, -0.053], [4.929, -1.630, 1.796], [2.518, -2.325, 1.036], [3.944, 3.566, 0.637], [2.762, 5.509, -0.362], [0.443, 5.191, -1.247], [-0.624, 2.975, -1.010], [-5.677, 2.466, 4.391], [-4.111, 1.707, 4.731], [-3.526, 1.514, 3.576], [-2.206, 0.917, 3.435], [-1.473, 0.449, 4.525], [-0.242, -0.126, 4.302], [0.254, -0.190, 3.010], [-0.430, 0.286, 1.966], [-1.666, 0.802, 2.155], [-2.424, 1.172, 0.971], [-1.847, 0.929, -0.225], [-2.504, 1.288, -1.325], [-3.762, 1.884, -1.289], [-4.368, 2.109, -0.076], [-3.687, 1.745, 1.089], [-4.253, 1.935, 2.417], [-5.426, 2.471, 2.637], [-1.893, 0.538, 5.519], [0.355, -0.523, 5.111], [1.224, -0.615, 2.810], [-2.019, 1.068, -2.265], [-4.244, 2.151, -2.218], [-5.349, 2.560, 0.002], [2.401, -3.753, -2.061], [1.383, -2.861, -1.504], [0.303, -3.178, -0.818], [-0.498, -2.044, 0.246], [-0.246, -4.385, -0.803], [-0.102, -5.463, -1.785], [3.375, -3.326, -1.827], [2.312, -3.846, -3.143], [2.344, -4.734, -1.604], [1.549, -1.861, -1.596], [-0.985, -4.509, -0.127], [0.557, -6.251, -1.425], [0.271, -5.069, -2.725], [-1.088, -5.882, -1.965], [1.382, -0.658, -4.308], [0.398, 0.151, -3.091], [1.219, -0.075, -1.779], [0.345, 1.550, -3.386], [-0.842, -0.585, -2.995], [2.405, -0.290, -4.291], [0.913, -0.391, -5.254], [1.323, -1.731, -4.148]]}

Entry 4:
{"formula": "C11H13NO", "method": "the ωB97M-V functional and the def2-TZVPD basis", "e_tot_ev": -15149.85503, "multiplicity": 1, "de_lowest_kj_mol": 539.1, "total_charge": 0, "e_lumo_ev": 0.1, "symbols": ["C", "C", "C", "C", "C", "C", "C", "C", "C", "C", "C", "H", "H", "H", "H", "H", "H", "H", "H", "H", "H", "H", "H", "H", "N", "O"], "coordinates": [[1.690, 0.923, -0.012], [2.883, 0.132, -0.120], [2.778, -1.212, -0.411], [1.504, -1.812, -0.185], [0.407, -1.078, 0.312], [-1.206, -1.408, 0.598], [-1.560, -0.197, 1.392], [-0.871, 1.025, 0.577], [-1.761, 1.322, -0.643], [-1.997, -1.064, -0.776], [0.398, 0.292, 0.271], [2.231, 2.838, -0.844], [3.920, 0.407, -0.212], [3.582, -2.058, -0.408], [1.357, -2.741, -0.579], [-1.411, -2.410, 0.949], [-2.598, -0.148, 1.374], [-1.112, 0.009, 2.444], [-0.454, 1.867, 1.135], [-2.468, 2.194, -0.539], [-1.422, 1.625, -1.808], [-3.683, 0.264, -0.330], [-2.603, -2.031, -1.010], [-1.230, -1.127, -1.505], [-2.832, 0.208, -0.796], [1.517, 2.291, 0.110]]}